The following is a DFT calculation (ωB97M-V with the def2-TZVPD basis set) of C42H57BCl2HgN9S3Si as an isolated structure in a non-equilibrium geometry.

Computed properties:
Spin multiplicity = 2
Energy relative to the best compared isomer or geometry (same formula, charge and spin) = 0.00 kcal per mole
Maximum force = 3.69 eV/A
Total charge = -2
E_HOMO (alpha / beta) = 0.18 / -1.63 eV
Expectation value of S² = 0.777
Electronic energy = -128173.2361 eV
Kohn-Sham gap (alpha / beta) = 3.4 / 5.2 eV

Geometry as XYZ:
```
116
Properties=species:S:1:pos:R:3:forces:R:3
C -0.563 -3.795 1.493 0.0 1.4 0.1
H -2.418 5.613 0.637 -0.2 -0.3 -0.5
C 2.253 2.181 -5.568 0.5 0.5 0.3
H 4.630 4.650 1.966 0.2 -0.4 0.5
C 3.161 0.921 0.913 1.9 0.7 -0.6
B 3.667 -0.975 -0.972 -0.7 0.7 -0.2
H 5.641 3.066 0.598 -0.4 -0.8 -0.3
C 3.705 -2.528 1.023 0.5 0.5 0.8
H 2.273 4.027 2.236 0.0 -0.4 0.3
H 1.516 -5.850 -0.346 -0.5 0.3 0.4
N -2.121 -1.355 -0.938 -0.2 0.3 0.6
C 3.916 2.699 2.707 -0.4 0.8 0.9
C 0.262 4.615 -0.449 0.5 0.8 -0.7
H -6.259 -5.429 0.802 0.0 -0.1 0.1
H 0.720 0.770 -7.396 0.5 -0.2 0.6
H -1.355 -4.486 1.784 -0.1 0.1 -0.1
C 0.008 1.310 -4.917 -0.5 0.6 0.4
H -0.496 0.673 3.476 0.0 -0.1 -0.4
H -1.452 -1.418 -2.940 0.2 0.0 0.0
C 1.422 0.915 -5.309 -0.3 0.5 -1.0
Hg -0.733 0.829 0.087 -1.0 -0.6 0.2
H 4.762 4.377 3.751 0.1 -0.4 -0.9
H 1.757 2.557 3.093 0.4 0.4 0.1
C -5.067 -3.667 0.760 -0.4 0.0 0.6
H 4.779 -1.346 -1.252 0.2 0.0 0.1
C -6.846 -2.668 2.687 0.9 0.1 0.7
H 1.757 2.781 -6.347 0.1 -0.1 0.2
C -1.977 -0.803 4.176 0.0 0.5 -0.1
N 2.046 0.077 -4.280 0.2 0.3 1.5
S 0.912 -3.012 -1.475 -1.2 0.4 -1.7
H 0.789 -0.809 -6.558 0.1 0.5 0.1
H -1.596 5.963 -2.791 0.0 -0.2 -0.3
C -1.608 4.866 -2.922 0.3 0.2 0.1
H 3.649 0.881 3.905 0.4 0.4 -0.2
C -3.376 -1.521 -0.327 0.4 -0.2 -2.7
N 3.868 0.367 -0.145 -1.2 0.9 1.2
H -0.515 1.769 -5.790 0.3 -0.5 0.5
H 1.909 -5.995 2.498 -0.4 0.4 0.2
H -1.245 1.883 -2.301 -0.3 0.0 0.3
C -3.631 -1.779 -2.595 0.1 0.4 0.2
H -0.529 0.421 -4.540 0.0 0.5 -0.2
H 0.922 3.780 -0.173 -0.4 0.0 0.0
H -3.985 -1.935 -3.619 -0.1 0.1 0.5
C -8.147 -4.715 2.474 -1.0 -1.5 0.5
C 2.952 -3.416 1.700 0.9 -0.5 1.0
N 3.013 -2.074 -0.075 -0.6 -0.9 -0.4
H -4.433 -3.975 -0.059 0.1 -0.1 0.2
C 0.564 -5.572 0.158 -0.4 -1.3 0.0
H 0.160 -6.010 2.836 0.5 0.5 -0.3
Cl -1.227 3.533 2.237 0.0 0.2 1.0
N 3.920 2.025 1.381 -0.1 -0.7 -0.4
C 0.741 -4.569 1.304 -0.8 -0.2 0.4
H -7.542 -2.299 3.424 -0.2 0.1 0.0
H -0.137 -5.183 -0.598 0.5 -0.3 0.4
H -3.418 4.158 0.469 0.4 0.2 -0.4
S 1.823 1.843 -2.291 -0.4 2.2 1.8
H 2.360 2.794 -4.641 -0.2 -0.5 -0.7
C -3.640 -1.645 1.046 -0.8 -0.7 -0.5
H 3.724 -2.481 -3.144 -0.2 0.3 -0.2
N 2.997 -0.635 -2.371 -0.6 0.7 -0.3
H 4.253 2.234 4.854 0.0 0.1 -0.7
C 2.553 3.316 3.043 -0.9 0.6 -0.3
H -0.786 4.580 -3.621 -0.6 0.1 0.5
N 1.818 -3.645 0.982 0.0 1.0 -1.2
H 0.049 5.228 0.436 0.3 -0.1 -0.1
C 2.620 -1.147 -4.509 0.6 -0.6 -0.7
C -6.083 -4.454 1.238 0.1 -0.1 -0.9
C 4.321 1.764 3.853 0.1 -1.2 0.1
C 1.019 -5.335 2.618 0.4 -0.8 -0.1
C -2.290 -1.504 -2.264 -0.5 0.0 0.8
H -3.511 5.437 -0.789 0.4 -0.3 0.5
H 4.684 -2.135 1.267 -0.2 0.0 0.1
S 1.688 0.496 1.519 -1.2 -0.9 0.7
H -0.833 -3.260 0.558 0.0 -0.4 0.5
H 5.519 1.077 -1.300 -0.2 0.0 0.3
C -1.591 4.155 3.869 -0.4 -0.7 0.0
H -5.502 -1.039 2.930 0.1 0.1 -0.3
H -0.474 -2.993 2.277 0.0 -0.8 -0.5
H 5.963 3.633 2.656 -0.6 0.0 0.0
H -2.670 4.140 4.034 0.2 -0.1 -0.2
C -1.289 -0.025 3.233 -0.6 -0.8 -0.4
C 2.271 0.431 -2.918 1.1 -3.0 -1.9
C 4.890 3.899 2.746 0.2 0.5 0.0
H -2.580 4.573 -3.346 0.3 0.1 0.0
H -3.679 -2.215 3.878 0.4 0.2 -0.1
H 1.151 -4.715 3.517 0.0 0.1 -0.5
H 3.271 1.938 -5.930 -0.4 0.0 0.1
H -5.417 -1.861 -1.281 0.4 0.0 0.2
C 4.965 2.210 0.488 0.4 0.5 0.3
H 3.139 -3.925 2.651 0.0 0.4 -0.6
H -1.098 3.543 4.624 0.0 -0.1 -0.3
H 0.125 -6.501 0.608 0.3 0.6 -0.4
H -2.692 1.973 -1.224 -0.1 -0.2 -0.2
C 4.891 1.229 -0.426 1.1 -0.1 -0.7
C -2.937 -1.532 3.466 -0.1 0.2 -0.9
C -6.983 -3.955 2.181 -1.0 -0.2 -0.2
C 3.206 -1.552 -3.371 0.2 -0.8 0.0
H -1.846 -0.738 5.259 0.0 -0.2 -0.4
H 2.630 -1.600 -5.493 -0.1 0.0 0.4
N -9.033 -5.439 2.710 1.0 1.1 -0.3
C -1.631 2.206 -1.321 0.5 1.1 0.1
C -2.809 -1.183 2.068 1.4 0.8 2.6
H 2.592 3.925 3.984 0.1 -0.7 -0.6
H 5.364 1.408 3.712 -0.5 0.1 0.1
H 0.867 5.232 -1.177 -0.7 -0.5 0.6
C 1.874 -2.871 -0.184 1.5 0.4 1.5
C -5.696 -1.963 2.404 -0.8 -0.4 -0.1
C -2.817 4.891 -0.105 -0.4 0.3 -0.2
C -4.833 -2.434 1.399 1.5 1.2 -0.1
Si -1.420 4.120 -1.179 0.1 -1.6 0.0
Cl -1.077 5.816 4.154 0.2 0.4 -0.1
C -4.334 -1.744 -1.373 0.1 -0.1 -0.4
C 1.303 0.168 -6.665 0.1 -0.7 0.2
N -1.740 -0.280 1.957 0.1 0.4 0.6
H 2.304 -0.054 -7.063 -0.3 0.2 -0.1
H 0.053 2.078 -4.124 -0.2 -0.6 -0.3
```
Positions in Å, forces in eV/Å.

=====

The following is a DFT calculation (ωB97M-V with the def2-TZVPD basis set) of a 7-piece molecular cluster, C42H60BrF17NO18P2S overall in a non-equilibrium geometry.

Computed properties:
Maximum force = 2.03 eV/A
Total charge = -1
E_HOMO = -3.83 eV
Electronic energy = -228527.6630 eV
Kohn-Sham gap = 4.9 eV

Geometry as XYZ:
```
142
Properties=species:S:1:pos:R:3:forces:R:3
F -1.663 5.724 -0.044 -0.4 0.0 0.5
H -0.103 -4.234 2.907 0.0 0.0 0.0
H -7.848 2.427 3.555 0.0 0.0 0.3
O 4.220 -4.114 -4.953 -0.2 -0.1 -0.1
C 8.512 -9.219 -7.376 -0.1 0.1 -0.3
H 0.511 -3.479 0.020 0.0 -0.1 0.0
H -4.833 5.509 2.090 0.0 0.0 0.2
C -1.210 6.391 1.033 1.3 0.6 -0.6
C 8.659 -11.460 -7.826 -0.1 -0.1 0.0
O 5.607 -5.786 -5.472 0.0 -0.1 -0.1
H 9.240 -7.785 -2.168 0.1 0.2 -0.1
F -1.136 8.590 1.906 0.0 -0.4 0.2
H -4.879 7.942 0.180 -0.4 0.6 0.4
H -3.839 6.633 0.130 0.0 -0.1 -0.1
C -1.520 2.534 0.762 -0.1 -0.5 -0.8
C -7.364 2.250 2.601 0.2 0.3 -0.7
C 6.993 -5.928 -5.855 0.1 0.1 0.0
H 7.094 -6.761 -6.536 -0.1 -0.1 0.0
F -0.903 6.270 3.358 -0.2 -0.2 -0.1
C 7.178 -11.111 -7.904 -0.1 0.1 -0.1
H -7.883 4.664 5.611 0.2 -0.1 -0.3
C 3.963 0.929 -2.048 0.1 0.1 0.2
C -2.042 4.355 2.630 -0.2 -0.6 0.8
C -7.331 4.763 2.847 0.3 0.0 -1.0
H 7.974 -7.255 1.481 0.0 0.0 0.0
H -5.134 6.328 7.770 0.1 -0.1 0.2
H 9.919 -7.010 -0.713 0.0 0.0 -0.1
C 7.962 -6.334 -1.218 0.3 0.0 0.0
C -0.136 -4.429 1.832 0.1 0.0 0.0
O -7.698 7.483 -0.685 -0.8 -0.4 0.2
H 3.439 -4.492 -2.782 0.0 0.0 0.0
F -2.192 0.242 1.084 -0.6 0.7 -0.1
C 8.357 -8.482 -0.288 0.1 0.0 -0.1
H -6.814 4.570 3.778 0.2 0.1 0.2
H 6.158 -2.773 -6.329 -0.1 0.1 0.2
C -3.372 7.837 1.734 -0.7 1.4 -0.2
H -8.103 1.752 1.983 -0.2 -0.1 -0.1
H 7.074 -4.603 -7.551 0.0 0.0 0.0
H 0.934 -2.554 1.455 0.0 -0.1 0.1
F 0.067 6.745 0.692 -0.1 0.0 0.2
H 9.057 -9.095 0.275 0.0 0.0 0.1
C 3.333 -4.231 0.051 0.4 -0.2 -0.1
O 3.150 1.562 -2.923 -0.1 0.0 0.0
H -8.324 6.920 2.914 0.1 0.3 0.1
H 7.751 -9.145 -0.906 0.0 0.0 0.0
H 8.855 -12.339 -7.217 0.1 0.1 0.1
P -8.119 6.251 0.365 0.5 -1.0 -1.0
H -8.292 8.231 -0.554 0.3 0.4 0.2
C -5.282 6.186 6.699 -0.3 0.0 0.6
Br -6.935 8.993 1.925 0.0 1.3 -0.3
C -1.204 -2.528 0.906 0.5 -0.4 -0.1
C 2.003 2.103 -2.236 -0.1 0.0 0.1
H 2.600 -2.938 -2.721 -0.2 -0.1 0.0
C -6.965 3.602 1.926 -0.2 -1.2 0.8
C -1.923 7.769 1.185 -0.6 0.3 -0.2
C -4.435 7.218 0.843 1.2 -1.5 -0.4
H 2.188 3.161 -2.035 0.0 0.0 0.0
O -5.231 2.740 4.686 -0.4 0.2 0.2
H 0.531 -5.254 1.604 -0.1 -0.1 0.0
F -1.355 0.788 -0.814 -0.2 0.2 0.3
C 1.883 1.283 -0.961 0.1 -0.1 0.1
H -1.402 -1.870 1.750 -0.1 0.0 0.0
C 9.018 -7.422 -1.169 -0.3 -0.4 0.1
H 4.278 -1.941 -1.343 0.0 0.0 -0.1
O 7.069 -6.516 -0.218 0.0 0.0 0.0
H 6.374 -9.094 -7.625 0.0 0.2 -0.1
N -6.709 6.265 6.423 0.3 0.0 -0.9
F -3.382 4.024 0.670 0.6 -0.1 0.0
C -2.146 -3.715 0.982 0.0 0.3 0.1
F -3.121 4.840 3.263 0.3 0.1 -0.5
H -5.313 6.205 4.198 -0.1 -0.4 0.0
F 0.169 4.840 2.143 -0.2 -0.1 -0.4
C -2.169 1.222 0.184 0.8 -0.4 -0.7
O -4.153 0.617 4.237 -0.1 -0.6 0.2
H -4.762 7.008 6.229 0.2 0.1 -0.3
H -8.390 4.660 3.082 -0.3 0.2 -0.1
F -3.594 9.180 1.813 0.1 0.2 0.1
C -2.552 3.391 1.520 -0.9 -0.2 0.5
H -5.679 5.576 0.595 -0.2 -0.2 -0.1
H 7.580 -6.131 -4.957 0.0 0.0 0.0
O -8.023 7.732 5.246 0.5 -0.8 -0.2
H 8.425 -4.378 -6.442 0.0 0.0 0.1
S -5.371 1.373 4.296 1.3 0.8 -0.8
O -9.692 6.444 0.810 0.2 0.4 0.0
H 9.104 -11.607 -8.812 0.0 0.0 0.0
O 8.854 -8.130 -7.024 0.2 0.0 0.1
H 1.328 0.366 -1.162 0.0 0.0 0.0
H 6.691 -11.355 -6.959 0.0 0.0 0.0
C 4.476 -2.980 -1.613 0.1 0.0 0.1
C -5.383 6.184 1.446 -0.1 0.5 0.0
H -4.829 5.227 6.441 0.1 -0.1 -0.3
O 9.284 -10.318 -7.212 0.0 -0.1 0.0
H -6.736 4.239 6.927 0.2 -0.3 -0.2
C 7.361 -4.598 -6.498 0.0 0.1 0.1
O -6.383 0.642 5.290 -0.1 0.0 -0.3
C 3.219 -3.631 -2.157 0.0 0.0 -0.2
O -3.305 -3.743 0.691 -0.1 -0.2 -0.1
P -7.019 6.602 2.333 -0.7 -1.5 1.2
C -6.126 6.907 4.048 -0.1 0.8 -0.1
C -1.021 5.471 2.277 0.2 0.3 0.5
F -0.502 2.146 1.539 0.0 0.1 0.2
H 6.560 -8.164 0.919 -0.1 0.1 0.0
H 3.832 1.720 -0.070 0.1 0.0 0.0
O 2.998 -4.673 1.115 -0.3 0.0 0.0
H 1.130 2.016 -2.877 0.1 0.0 -0.1
C 3.342 0.946 -0.663 -0.5 -0.1 -0.2
O 5.018 0.463 -2.364 0.1 -0.1 -0.2
F -1.008 3.202 -0.286 -0.1 0.2 0.1
H 7.305 -9.306 -9.131 0.0 0.1 0.0
C 0.170 -3.188 1.009 -0.2 0.2 0.0
C -7.039 7.015 5.226 -0.6 0.4 0.5
F -3.320 2.484 2.185 0.3 0.1 0.0
F -1.958 8.281 -0.073 0.1 -0.2 0.0
H 5.324 -4.693 -0.570 0.0 0.0 0.1
H -7.461 3.609 0.964 0.0 0.4 -0.2
C -6.204 1.262 2.739 -1.3 -0.5 0.6
H 5.200 -3.222 0.431 0.1 -0.2 0.2
H -5.832 0.379 6.039 -0.1 -0.2 0.3
F -3.362 1.445 -0.363 0.2 -0.2 0.5
C 5.288 -4.481 -5.348 0.2 0.2 0.2
H -5.899 3.510 1.747 0.3 0.4 -0.1
H 1.380 1.810 -0.159 0.0 0.1 0.0
C 4.730 -3.803 -0.357 -0.2 0.4 -0.2
H -9.745 6.801 1.716 0.1 0.3 0.1
F -3.354 7.396 3.008 0.1 -0.4 0.1
C 7.222 -9.595 -8.083 0.0 -0.4 0.3
O 7.896 -5.418 -1.981 -0.2 0.1 -0.1
C -7.414 4.986 6.533 -0.5 0.7 0.9
C 7.454 -7.635 0.600 0.0 -0.2 0.1
O 2.482 -4.083 -0.991 0.3 0.1 0.1
H -5.473 1.327 1.947 0.4 0.2 0.0
H -6.611 0.255 2.708 0.2 -0.3 0.1
H 5.299 -2.987 -2.323 0.0 0.0 0.0
H -1.337 -1.991 -0.028 -0.2 0.1 0.1
O -1.488 -4.790 1.476 0.1 0.0 0.0
H 6.655 -11.640 -8.697 0.1 0.0 0.0
H -8.213 5.083 7.269 -0.2 -0.1 0.1
F -1.414 3.570 3.546 0.0 0.2 -0.3
H -5.659 7.881 3.957 0.1 0.2 -0.1
H 6.955 -3.268 -4.812 -0.1 0.1 0.0
H 3.459 -0.021 -0.180 0.2 0.0 0.1
C 6.476 -3.619 -5.727 0.2 -0.3 -0.4
```
Positions in Å, forces in eV/Å.